# 1
The following is a quantum chemistry calculation of a cluster of 5 separate species, C2H14N2O4 in total in a non-equilibrium geometry, from the Open Molecules 2025 dataset.

Output
Frontier orbital gap ... 0.275 hartree
SMILES ... N/C=C/N.O.O.O.O
E_LUMO ... 0.5454 eV
Total charge ... 0
HOMO energy ... -0.2548 Ha

Cartesian coordinates (Å):
N -1.51 2.46 0.92
C -0.40 1.66 0.81
C 0.77 1.72 1.50
N 1.61 0.58 1.49
H -1.71 2.85 1.87
H -2.23 2.44 0.31
H -0.40 1.10 -0.20
H 1.18 2.54 2.07
H 1.01 -0.25 1.96
H 2.45 0.65 1.92
O 1.89 -2.33 1.31
H 2.30 -3.12 1.08
H 2.26 -1.53 1.34
O -1.89 -0.17 -1.19
H -2.09 -0.53 -2.04
H -2.61 0.11 -0.75
O 0.43 -2.06 -0.99
H 0.64 -2.42 -0.07
H -0.57 -1.82 -0.86
O -0.65 -0.39 -3.80
H 0.17 -1.03 -3.83
H -0.67 -0.45 -2.85


# 2
The following is a quantum chemistry calculation of an isolated molecule of C5H7FN2 in a non-equilibrium geometry, from the Open Molecules 2025 dataset.

Output
Frontier orbital gap ... 0.316 hartree
SMILES ... C=N/C=C\C=C(/N)F
E_LUMO ... 0.8265 eV
Total charge ... 0
HOMO energy ... -0.2859 Ha

Cartesian coordinates (Å):
C 0.48 1.65 0.37
N 1.52 0.95 0.24
C 1.67 -0.34 -0.28
C 0.87 -1.35 0.27
C -0.46 -1.05 0.79
C -1.24 -0.26 0.12
N -1.26 -0.17 -1.23
F -2.37 0.27 0.51
H -0.47 1.78 -0.18
H 0.63 2.53 1.02
H 2.68 -0.49 -0.68
H 1.03 -2.36 0.51
H -0.80 -1.46 1.74
H -0.47 -0.36 -1.82
H -1.82 0.66 -1.39


# 3
The following is a quantum chemistry calculation of a cluster of 2 separate species, C5H4N in total in a non-equilibrium geometry, from the Open Molecules 2025 dataset.

Output
Frontier orbital gap ... 0.333 hartree
E_LUMO ... -7.3270 eV
Total charge ... +1
HOMO energy ... -0.6018 Ha

Cartesian coordinates (Å):
C 1.64 -1.49 2.24
C -1.31 1.57 0.01
C -0.06 1.20 -0.10
C -1.13 0.77 -1.37
C 0.10 0.14 -0.83
N 1.36 -0.82 1.38
H 1.92 -2.12 3.02
H -2.04 0.09 -1.32
H -1.04 1.60 -2.16
H 0.56 -0.92 -0.87


# 4
The following is a quantum chemistry calculation of a cluster of 20 separate species, H39O20 in total in a non-equilibrium geometry, from the Open Molecules 2025 dataset.

Output
Frontier orbital gap ... 0.322 hartree
E_LUMO ... 2.0330 eV
Total charge ... -1
HOMO energy ... -0.2474 Ha

Cartesian coordinates (Å):
O -3.16 3.86 0.19
H 0.16 -4.54 -2.71
O 2.79 1.83 -3.77
H 2.32 2.02 -2.96
H 2.29 1.08 -4.08
O -1.96 -2.47 -1.47
H 4.73 -1.45 1.81
H -2.09 -1.57 -0.91
O -2.33 -4.37 1.81
H -2.72 -4.66 1.00
H -1.05 1.69 2.05
O -0.65 2.05 2.87
H 3.86 -2.48 -2.30
H -2.77 -2.95 -1.39
O -0.43 5.05 0.06
H -3.72 4.16 -0.54
H -3.42 4.44 0.92
O 1.50 -0.36 1.19
H -0.22 3.46 -1.52
H 1.15 0.42 1.64
O -0.86 -1.16 2.85
H 0.81 -0.74 0.65
H 1.56 -3.85 3.61
O -4.95 2.24 -1.16
H -4.76 1.44 -1.66
H -5.53 1.88 -0.49
O 0.75 -4.80 -3.40
H 1.57 -4.31 -3.40
H -0.34 -0.89 -1.92
O 3.03 -2.89 -2.57
H -1.85 -3.55 1.68
H 2.42 -2.16 -2.47
O -0.90 2.56 0.32
H 0.01 2.69 2.60
H -0.12 5.59 0.79
O -0.17 -0.69 -1.00
H -0.67 -1.31 -0.47
H -1.32 -0.33 2.72
O 4.66 -2.17 2.47
H -1.26 -1.75 3.46
H 3.76 -1.87 2.68
O 3.83 -0.76 0.31
H 4.00 -1.15 -0.54
H 2.91 -0.41 0.43
O -3.25 0.30 -2.00
H -2.95 0.03 -1.03
H -1.68 3.00 -0.06
O 2.51 -3.90 3.68
H -2.60 -0.12 -2.56
H 2.94 -3.50 2.91
O -2.48 -0.61 0.24
H -1.23 4.64 0.40
H -1.16 1.64 0.11
O 2.25 3.00 1.24
H 1.61 2.92 0.50
H 2.83 3.73 1.00
O 0.55 2.94 -1.77
H 0.53 2.22 -1.14
H -3.27 -1.14 0.38


# 5
The following is a quantum chemistry calculation of an isolated molecule of C22H28ClN3O3, from the Open Molecules 2025 dataset.

Output
Frontier orbital gap ... 0.322 hartree
SMILES ... CC(=O)Nc1ccc(OC[C@@H](O)CN2CCN(c3cc(Cl)ccc3C)CC2)cc1
E_LUMO ... 0.6407 eV
Total charge ... 0
HOMO energy ... -0.2981 Ha

Cartesian coordinates (Å):
C -3.96 8.89 -3.17
C -3.38 7.80 -2.29
O -3.47 7.79 -1.09
N -2.75 6.84 -3.03
C -2.09 5.68 -2.60
C -1.54 4.84 -3.56
C -0.88 3.68 -3.21
C -0.76 3.33 -1.87
O -0.13 2.22 -1.40
C 0.46 1.33 -2.32
C 1.12 0.19 -1.52
O 2.16 0.68 -0.73
C 0.05 -0.54 -0.69
N 0.63 -1.31 0.39
C -0.40 -1.83 1.28
C 0.24 -2.50 2.49
N 1.06 -3.60 2.01
C 1.41 -4.61 2.92
C 1.41 -4.39 4.29
C 1.72 -5.41 5.17
Cl 1.72 -5.10 6.87
C 2.04 -6.68 4.70
C 2.02 -6.90 3.34
C 1.69 -5.90 2.43
C 1.61 -6.23 0.97
C 2.10 -3.09 1.15
C 1.48 -2.40 -0.06
C -1.31 4.17 -0.90
C -1.97 5.33 -1.26
H -4.45 9.62 -2.53
H -3.17 9.38 -3.73
H -4.69 8.48 -3.86
H -2.75 6.96 -4.03
H -1.62 5.10 -4.61
H -0.46 3.06 -3.98
H -0.30 0.92 -3.00
H 1.23 1.85 -2.91
H 1.59 -0.49 -2.24
H 1.77 1.22 -0.03
H -0.60 0.21 -0.25
H -0.55 -1.17 -1.38
H -1.03 -1.00 1.61
H -1.05 -2.56 0.76
H -0.54 -2.89 3.14
H 0.83 -1.75 3.03
H 1.19 -3.41 4.69
H 2.28 -7.47 5.39
H 2.24 -7.89 2.97
H 1.26 -7.25 0.84
H 2.58 -6.14 0.49
H 0.92 -5.55 0.48
H 2.75 -3.90 0.82
H 2.72 -2.35 1.69
H 2.28 -1.98 -0.68
H 0.91 -3.13 -0.65
H -1.22 3.90 0.14
H -2.40 5.97 -0.50


# 6
The following is a quantum chemistry calculation of a structure of composition C31H24BN10O2Ru in a non-equilibrium geometry, from the Open Molecules 2025 dataset.

Output
Frontier orbital gap (spin up / spin down) ... 0.263 / 0.261 hartree
⟨S²⟩ ... 0.755
E_LUMO (spin up / spin down) ... -0.8177 / -0.7883 eV
Spin multiplicity ... 2
Total charge ... 0
HOMO energy (spin up / spin down) ... -0.2930 / -0.2896 Ha

Cartesian coordinates (Å):
Ru -0.24 0.69 0.16
C 2.57 -0.19 3.28
C 2.25 -0.01 1.93
N 1.04 0.55 1.84
N 0.57 0.71 3.08
C 1.47 0.28 3.97
B -0.82 1.32 3.29
N -1.91 0.44 2.64
C -2.93 -0.21 3.23
C -3.79 -0.63 2.24
C -3.21 -0.18 1.06
N -2.08 0.47 1.31
N -0.84 2.66 2.53
C -1.23 3.85 3.01
C -1.28 4.74 1.96
C -0.90 3.99 0.85
N -0.63 2.73 1.20
H 3.48 -0.61 3.68
H 2.81 -0.23 1.04
H 1.28 0.35 5.03
H -1.05 1.47 4.46
H -2.96 -0.33 4.30
H -4.70 -1.19 2.36
H -3.57 -0.28 0.05
H -1.44 3.98 4.05
H -1.56 5.78 1.99
H -0.82 4.31 -0.17
O -0.12 -3.01 3.12
C -0.75 -3.94 2.38
C -1.08 -5.15 3.00
C -1.70 -6.15 2.28
C -2.01 -5.97 0.93
C -1.72 -4.77 0.33
C -1.10 -3.73 1.04
C -0.86 -2.42 0.41
O -0.16 -1.57 1.00
N -1.47 -2.17 -0.76
N -1.29 -0.92 -1.13
C -1.99 -0.46 -2.10
C -1.86 0.94 -2.39
C -2.52 1.58 -3.43
C -2.22 2.89 -3.73
C -1.22 3.53 -3.00
C -0.64 2.84 -1.96
N -1.00 1.61 -1.62
H 0.05 -2.25 2.53
H -0.83 -5.27 4.04
H -1.95 -7.08 2.77
H -2.48 -6.77 0.37
H -1.98 -4.59 -0.71
H -2.65 -1.12 -2.65
H -3.26 1.02 -4.00
H -2.74 3.41 -4.52
H -0.90 4.53 -3.25
H 0.16 3.27 -1.38
N 7.21 0.53 -6.48
C 6.38 0.52 -5.68
C 5.35 0.50 -4.68
C 5.57 -0.11 -3.45
C 4.58 -0.10 -2.48
C 3.35 0.51 -2.73
C 3.14 1.12 -3.98
C 4.12 1.11 -4.94
C 2.30 0.54 -1.75
C 1.39 0.60 -0.95
H 6.52 -0.58 -3.25
H 4.75 -0.57 -1.53
H 2.18 1.59 -4.17
H 3.95 1.58 -5.90